No. 1
C4H5FeO2 | wB97M-V/def2-TZVPD

Results
**Gap between HOMO and LUMO (alpha / beta)**: 7.3 / 6.2 eV
**Max |F|**: 5.0 eV Å⁻¹
**Relative energy (zero: lowest compared OMol25 entry of this formula, charge and spin)**: 77.1 kcal per mole
**Charge**: +3
**Expectation value of S²**: 6.037
**E_tot**: -1568.01022 Ha
**2S+1**: 5

XYZ file:
```
12
Properties=species:S:1:pos:R:3:forces:R:3:lowdin_charge:R:1
H -1.35573 1.38501 -0.06642 0.308 -0.646 -0.797 0.290
C -0.30411 0.58175 -0.53996 -3.778 0.717 -0.107 0.092
C -1.54968 0.01427 -0.46803 3.871 2.998 -1.050 -0.238
O -2.12802 -0.93886 -0.02362 -1.715 -2.054 1.419 -0.042
Fe -3.77143 -1.72104 0.28435 -0.642 -0.346 0.026 1.551
H 0.02086 1.01562 -1.48885 0.003 0.487 0.307 0.156
O 1.88786 0.93206 1.45701 -0.774 -0.203 -1.465 0.408
C 1.38906 0.25630 0.56259 1.852 -2.408 -0.276 -0.022
C 1.33268 -0.81819 -0.23313 1.313 0.538 1.727 0.212
H 1.63507 1.88179 1.46541 -0.121 0.662 0.599 0.241
H 0.86443 -1.72586 0.16628 -0.374 0.200 -0.325 0.171
H 1.97901 -0.86285 -1.11562 0.057 0.055 -0.057 0.182
```
Positions in Å, forces in eV/Å.



No. 2
C4H5FeO4 | wB97M-V/def2-TZVPD

Results
**Gap between HOMO and LUMO (alpha / beta)**: 10.4 / 8.0 eV
**Max |F|**: 5.5 eV Å⁻¹
**Relative energy (zero: lowest compared OMol25 entry of this formula, charge and spin)**: 43.9 kcal per mole
**Charge**: +2
**Expectation value of S²**: 8.761
**E_tot**: -1719.23603 Ha
**2S+1**: 6

XYZ file:
```
14
Properties=species:S:1:pos:R:3:forces:R:3:lowdin_charge:R:1
O 2.71087 -0.56825 0.14639 -0.649 0.964 -0.933 0.065
C 2.17942 -1.63012 -0.11688 2.120 -3.982 3.075 -0.303
O 2.10160 -2.78514 0.07155 -0.917 3.435 -1.793 0.347
O 0.52224 -0.53705 -0.93496 0.670 1.975 0.230 -0.228
C -0.80044 -0.79809 -0.69301 -0.878 -0.394 0.294 -0.178
C -1.50553 -0.01012 0.35135 -0.562 -0.549 -0.132 0.048
O -1.18793 1.04270 0.92522 0.548 0.410 -0.195 0.058
C -0.09840 1.99325 0.55256 -0.743 -0.061 0.320 -0.013
Fe 1.53910 1.01705 -0.32539 -0.866 -1.562 -0.384 1.396
H -0.94342 -1.85028 -0.36585 0.045 0.206 -0.191 0.183
H -1.44873 -0.68929 -1.59117 0.137 -0.058 0.066 0.194
H -2.47080 -0.41640 0.68361 0.147 0.075 -0.017 0.199
H 0.00110 2.58120 1.47275 0.541 -0.286 -0.143 0.113
H -0.59908 2.65053 -0.17618 0.406 -0.173 -0.198 0.118
```
Positions in Å, forces in eV/Å.



No. 3
C4H5HoO6 | wB97M-V/def2-TZVPD

Results
**Gap between HOMO and LUMO (alpha / beta)**: 6.9 / 8.1 eV
**Max |F|**: 5.3 eV Å⁻¹
**Relative energy (zero: lowest compared OMol25 entry of this formula, charge and spin)**: 46.7 kcal per mole
**Charge**: +1
**Expectation value of S²**: 8.753
**E_tot**: -1554.56653 Ha
**2S+1**: 6

XYZ file:
```
16
Properties=species:S:1:pos:R:3:forces:R:3:lowdin_charge:R:1
H -0.05815 -0.82193 -0.02257 0.765 -2.849 0.734 0.210
O -0.38562 -0.71664 2.62041 0.566 -4.147 1.145 -0.248
C -0.33804 0.41035 2.04118 4.585 2.159 -1.688 -0.702
O 0.50512 1.27057 2.27532 -2.091 -0.319 0.145 0.104
O -0.94336 0.34520 0.80794 -0.701 -0.994 -0.479 -0.042
C -0.77772 1.35890 -0.18560 0.236 0.877 -0.259 -0.113
O 0.73106 -0.09135 -1.45517 2.496 -1.843 -0.525 -0.071
C 1.21199 -1.54608 -1.17775 1.703 4.721 0.156 -0.470
C -0.48561 0.66229 -1.50392 -0.756 -0.809 -0.198 -0.149
O 0.49931 -1.85338 -0.12460 -2.431 0.988 2.318 -0.092
O 2.30603 -1.89454 -1.48049 -2.179 -0.187 -0.517 0.204
Ho 1.05911 -2.48409 2.44429 -2.064 2.609 -0.949 1.782
H 0.03940 2.04132 0.07824 -0.207 -0.248 0.145 0.144
H -1.71898 1.91648 -0.27379 0.257 -0.081 0.025 0.150
H -1.31141 -0.01706 -1.76375 0.014 0.368 -0.113 0.146
H -0.33313 1.41995 -2.27974 -0.194 -0.244 0.060 0.146
```
Positions in Å, forces in eV/Å.